14
Properties=species:S:1:pos:R:3:mulliken_charge:R:1 method="wB97M-V/def2-TZVPD" orbital_gap_ev=10.61 homo_energy_ev=-10.1
O -1.55888 1.63167 -0.72692 -0.455
C -0.41651 1.55053 -1.10355 0.000
C 0.73621 1.36740 -0.11731 -0.452
N 0.37527 0.48986 0.95846 -0.103
C 0.95249 -0.72950 1.11616 -0.084
O 1.70759 -1.21848 0.31639 -0.552
H -0.19065 1.66961 -2.17867 0.366
H 1.61438 0.99122 -0.61700 0.338
H 0.87979 2.37782 0.26570 0.279
H -0.26801 0.82316 1.65461 0.227
H 0.60941 -1.18080 2.06152 0.431
O -1.75495 -2.80413 -0.46611 -0.631
H -1.18715 -2.39822 0.19472 0.321
H -1.49901 -2.57015 -1.35802 0.315